{"formula": "C20H26ClN3O2S", "method": "wB97M-V/def2-TZVPD", "symbols": ["C", "C", "C", "C", "O", "C", "C", "C", "C", "C", "C", "C", "Cl", "N", "C", "S", "C", "N", "C", "N", "C", "C", "O", "C", "C", "C", "C", "H", "H", "H", "H", "H", "H", "H", "H", "H", "H", "H", "H", "H", "H", "H", "H", "H", "H", "H", "H", "H", "H", "H", "H", "H", "H"], "xyz": [[3.96655, 0.89972, -3.44044], [4.08633, 0.60948, -1.94893], [4.68278, 1.77729, -1.16099], [3.71206, 2.93607, -0.90841], [2.77725, 2.62713, 0.10843], [1.52308, 2.18241, -0.16543], [0.93072, 2.07499, -1.41886], [-0.37060, 1.61466, -1.53495], [-1.11842, 1.25617, -0.42416], [-2.54671, 0.80143, -0.58014], [-2.99435, -0.17385, 0.47195], [-4.20184, 0.00163, 1.12844], [-5.32567, 1.21369, 0.62346], [-4.61405, -0.69357, 2.17352], [-3.75897, -1.59336, 2.63120], [-4.18906, -2.46804, 4.07207], [-5.80444, -1.71625, 4.42332], [-2.60822, -1.91038, 2.07707], [-2.22168, -1.25933, 0.97692], [-1.02493, -1.65668, 0.46503], [-0.77136, -1.83230, -0.94984], [0.72296, -1.64089, -1.22489], [1.50770, -2.51654, -0.45360], [1.25427, -2.32033, 0.91889], [-0.21660, -2.57016, 1.25399], [-0.52919, 1.38517, 0.82914], [0.76778, 1.83065, 0.95747], [3.33887, 1.76680, -3.63153], [4.94787, 1.09434, -3.86816], [3.53075, 0.04706, -3.95570], [3.10799, 0.35345, -1.53937], [4.72896, -0.26322, -1.81624], [5.55181, 2.16827, -1.69396], [5.01783, 1.41943, -0.18542], [4.27591, 3.78908, -0.51509], [3.21979, 3.25437, -1.83010], [1.46312, 2.33701, -2.31885], [-0.80585, 1.53626, -2.52164], [-2.70880, 0.39828, -1.58509], [-3.19175, 1.68300, -0.50084], [-5.67256, -0.65260, 4.58995], [-6.18535, -2.20302, 5.31465], [-6.46344, -1.88433, 3.57850], [-1.34570, -1.12902, -1.54302], [-1.05535, -2.85550, -1.24072], [0.94839, -1.86328, -2.26934], [0.99535, -0.59966, -1.00292], [1.89310, -3.02512, 1.45263], [1.52165, -1.29095, 1.20275], [-0.40772, -2.38797, 2.30975], [-0.47675, -3.61144, 1.02430], [-1.09086, 1.13313, 1.71645], [1.22733, 1.92682, 1.92871]], "smiles": "CCCCOc1ccc(Cc2c(Cl)nc(SC)nc2N2CCOCC2)cc1", "e_lumo_ev": 0.659, "largest_force_ev_per_a": 0.592, "total_charge": 0, "orbital_gap_ha": 0.3299}